(1)
49
Properties=species:S:1:pos:R:3:mulliken_spin:R:1 method="wB97M-V/def2-TZVPD" charge=-2 s2=0.75 homo_ev="3.4 / -4.0" spin_multiplicity=2
Br 16.46 -1.87 -2.67 0.1062
C 19.93 -0.27 0.15 0.0723
C 18.77 -0.91 0.86 -0.1093
C 17.63 0.05 1.21 0.0716
O 18.26 -2.01 0.20 -0.0340
H 20.63 -0.90 -0.39 0.0307
H 20.42 0.40 0.86 -0.0383
H 19.50 0.43 -0.57 0.0069
H 19.22 -1.26 1.79 -0.0257
H 16.83 -0.50 1.71 0.0309
H 17.18 0.62 0.40 0.0181
H 18.06 0.78 1.89 -0.0278
H 17.79 -1.71 -0.59 0.0173
C 16.10 1.72 -7.13 2.7184
C 15.94 0.58 -6.11 -1.3650
C 16.03 -0.82 -6.75 1.1180
O 16.99 0.63 -5.18 -0.2209
H 16.01 2.73 -6.73 -0.3252
H 15.35 1.57 -7.89 -0.4582
H 17.09 1.63 -7.59 -0.4760
H 14.97 0.78 -5.64 -0.0044
H 15.15 -0.87 -7.39 -0.4499
H 16.03 -1.61 -5.99 0.4653
H 16.95 -0.97 -7.32 -0.4334
H 16.73 -0.01 -4.52 0.0759
C 13.66 -3.55 -4.94 0.0318
O 13.59 -3.21 -3.62 -0.2506
H 12.65 -3.78 -5.27 -0.0404
H 14.02 -2.76 -5.59 0.1410
H 14.22 -4.46 -5.14 0.0022
H 14.46 -2.90 -3.36 0.0277
C 14.81 -5.02 -0.68 0.0077
O 15.87 -4.12 -0.29 -0.0374
H 13.88 -4.46 -0.79 0.0174
H 14.99 -5.58 -1.60 0.0102
H 14.74 -5.76 0.12 -0.0079
H 15.94 -3.38 -0.90 0.0070
C 13.53 0.85 -2.35 0.6714
O 13.31 -0.53 -2.62 -0.2237
H 12.70 1.39 -2.81 -0.1068
H 13.72 1.07 -1.30 -0.0186
H 14.39 1.09 -2.97 -0.1546
H 14.17 -0.94 -2.49 0.0412
C 20.11 -2.38 -4.20 0.5078
O 19.76 -1.99 -2.91 -0.2267
H 21.14 -2.73 -4.25 -0.0294
H 19.40 -3.11 -4.57 -0.0197
H 20.05 -1.51 -4.86 -0.1113
H 18.82 -1.79 -2.90 -0.0016

---

(2)
66
Properties=species:S:1:pos:R:3:lowdin_charge:R:1 method="wB97M-V/def2-TZVPD" charge=+2 de_lowest_ev=1.790 homo_ev=-13.0
Zn -9.82 2.96 8.04 0.9546
Zn -12.77 -1.21 9.73 1.1655
C -11.49 0.35 8.25 -0.7768
O -10.86 1.35 7.78 -0.0378
O -10.99 -0.70 8.75 -0.0653
O -12.73 0.41 8.54 -0.1299
C -14.57 -3.07 7.88 -0.5793
O -13.70 -2.41 8.47 -0.0409
N -15.10 -2.69 6.70 0.2126
N -15.13 -4.19 8.38 0.2118
H -15.87 -3.17 6.28 0.1263
H -15.08 -1.69 6.57 0.1195
H -15.85 -4.59 7.80 0.1224
H -14.96 -4.47 9.33 0.1300
C -11.70 3.61 5.81 -0.5979
O -10.61 3.89 6.35 -0.0200
N -11.86 2.62 4.90 0.2046
N -12.82 4.35 5.91 0.2043
H -12.79 2.42 4.58 0.1166
H -10.98 2.30 4.54 0.1368
H -12.95 5.11 6.55 0.1070
H -13.63 4.09 5.38 0.1096
C -9.87 -4.13 6.32 -0.6780
O -10.40 -4.24 5.23 0.0406
N -8.56 -4.38 6.57 0.1676
N -10.50 -3.61 7.43 0.1375
H -8.09 -4.27 7.44 0.0866
H -8.00 -4.65 5.78 0.1149
H -10.07 -2.75 7.75 0.0626
H -11.50 -3.63 7.41 0.0714
C -8.64 3.00 10.84 -0.5713
O -9.13 2.40 9.85 -0.0489
N -7.35 3.00 11.12 0.2067
N -9.31 3.98 11.51 0.2080
H -6.72 2.53 10.49 0.1301
H -6.89 3.57 11.81 0.1304
H -8.78 4.38 12.25 0.1211
H -10.21 4.24 11.15 0.1019
C -12.50 4.04 9.49 -0.6127
O -11.32 4.04 9.09 -0.0408
N -13.10 3.00 10.07 0.2143
N -13.35 5.10 9.37 0.1932
H -14.11 2.91 10.08 0.0820
H -12.58 2.15 9.91 0.0922
H -14.29 5.17 9.73 0.1206
H -13.04 5.89 8.84 0.1156
C -15.47 2.32 7.44 -0.2508
C -16.50 2.74 8.47 -0.2379
O -16.11 2.51 9.82 -0.0716
O -15.17 0.94 7.49 -0.0697
H -14.64 3.00 7.66 0.0889
H -15.78 2.53 6.42 0.1245
H -17.43 2.20 8.30 0.1279
H -16.75 3.79 8.29 0.1232
H -16.87 2.65 10.39 0.1056
H -14.26 0.80 7.80 0.0234
C -7.29 -0.61 9.19 -0.2407
C -7.62 -1.92 9.83 -0.2183
O -8.95 -1.85 10.39 -0.0792
O -7.92 -0.52 7.92 -0.0575
H -6.24 -0.49 8.92 0.1297
H -7.57 0.16 9.91 0.1033
H -6.96 -2.02 10.69 0.1282
H -7.52 -2.78 9.17 0.1099
H -9.41 -1.44 9.65 0.0046
H -8.75 -0.04 8.00 0.0370

---

(3)
60
Properties=species:S:1:pos:R:3:lowdin_charge:R:1 method="wB97M-V/def2-TZVPD" de_lowest_ev=0.000 homo_ev=-6.4
Cs -0.44 0.43 -1.04 1.1853
N 1.45 0.04 -3.50 -0.0924
C 1.00 -1.27 -3.99 -0.2906
C 1.60 -2.45 -3.19 -0.2546
N 1.47 -2.25 -1.75 -0.1076
C 2.05 -3.37 -1.05 -0.2383
C 2.13 -3.29 0.49 -0.2739
N 1.76 -2.03 1.03 -0.0005
H 1.25 0.76 -4.19 0.0626
H 2.47 0.00 -3.30 0.0909
H 1.34 -1.46 -5.02 0.1022
H -0.12 -1.40 -3.96 0.1132
H 2.62 -2.63 -3.54 0.1075
H 1.06 -3.34 -3.50 0.1128
H 1.86 -1.39 -1.38 0.0486
H 3.12 -3.41 -1.38 0.1063
H 1.56 -4.25 -1.38 0.0969
H 3.18 -3.56 0.81 0.1213
H 1.43 -4.10 0.79 0.1059
H 2.31 -1.83 1.87 0.0575
H 0.81 -1.80 1.18 -0.0285
N -5.10 -1.50 0.32 0.1235
C -3.83 -1.02 0.60 -0.4896
O -3.29 -0.13 -0.12 -0.1222
C -3.16 -1.60 1.82 -0.1139
C -1.74 -1.01 2.11 -0.4090
H -5.42 -1.21 -0.64 0.1246
H -5.33 -2.47 0.60 0.1110
H -2.93 -2.66 1.67 0.1180
H -3.79 -1.47 2.72 0.1226
H -1.37 -1.49 3.03 0.0972
H -1.79 0.11 2.21 0.1007
N -3.34 2.67 -2.04 -0.0203
C -2.75 3.75 -2.82 -0.2791
C -1.26 3.56 -3.09 -0.2702
N -0.60 3.03 -1.86 -0.2236
H -3.43 1.80 -2.55 0.0948
H -4.21 2.93 -1.62 0.0797
H -2.92 4.72 -2.26 0.1396
H -3.25 3.87 -3.81 0.1100
H -0.90 4.55 -3.49 0.1223
H -1.08 2.81 -3.87 0.0968
H -1.18 3.34 -1.08 0.0417
H 0.32 3.43 -1.72 0.0646
N 2.55 1.26 2.11 0.0426
N 3.39 1.58 3.18 -0.0267
C 3.53 0.80 4.27 -0.4385
N 4.53 0.97 5.12 0.1749
N 2.66 -0.27 4.33 0.0052
N 2.17 -0.62 5.54 -0.1121
O 2.47 0.11 6.51 -0.1675
O -0.76 -1.25 1.14 -0.5657
H 1.90 0.55 2.50 0.0621
H 3.14 0.70 1.46 0.0896
H 3.73 2.53 3.18 0.1413
H 5.03 1.85 5.14 0.1229
H 4.41 0.39 6.00 0.1331
O -3.56 3.02 0.71 -0.1388
H -3.12 2.89 -0.22 0.0053
H -3.63 2.06 0.94 0.0286

---

(4)
55
Properties=species:S:1:pos:R:3:lowdin_charge:R:1 method="wB97M-V/def2-TZVPD" de_lowest_ev=0.000 smiles="NC(N)=O.NC(N)=O.CCO.CCO.CCO.CO.CO" homo_ev=-8.9
N -0.71 6.42 -0.23 0.1469
C -0.31 5.11 -0.24 -0.6517
N -0.39 4.47 -1.45 0.1536
O 0.14 4.54 0.75 0.0323
H -1.01 6.84 -1.09 0.0872
H -1.07 6.81 0.62 0.1030
H -0.69 4.91 -2.30 0.0898
H -0.36 3.47 -1.52 0.0681
N 1.45 2.40 2.24 0.1596
C 2.19 1.49 2.93 -0.6867
N 2.31 0.28 2.30 0.1538
O 2.74 1.74 4.00 -0.0039
H 1.20 3.29 2.62 0.0872
H 1.06 2.17 1.34 0.0607
H 2.72 -0.47 2.81 0.0951
H 1.93 0.13 1.39 0.0567
C -0.12 -2.57 -3.69 -0.0963
C 0.06 -3.47 -4.89 -0.3283
O 1.40 -3.39 -5.36 -0.0705
H 0.25 -1.57 -3.95 0.0607
H 0.44 -2.88 -2.80 0.0640
H -1.12 -2.46 -3.27 0.0762
H -0.60 -3.08 -5.67 0.1086
H -0.24 -4.49 -4.64 0.1121
H 1.60 -4.20 -5.82 0.0820
C 0.23 -3.71 2.03 -0.0804
C 0.23 -4.23 0.62 -0.3397
O 1.04 -5.40 0.49 -0.0765
H 1.22 -3.41 2.37 0.0783
H -0.09 -4.53 2.67 0.0810
H -0.51 -2.91 2.09 0.0583
H 0.60 -3.45 -0.07 0.0903
H -0.76 -4.47 0.23 0.1116
H 1.30 -5.48 -0.43 0.0749
C -1.34 0.59 3.52 -0.0916
C -2.16 -0.02 4.64 -0.3084
O -3.06 0.97 5.19 -0.0881
H -1.90 0.77 2.61 0.0700
H -0.51 -0.09 3.28 0.0571
H -0.86 1.50 3.89 0.0730
H -1.50 -0.38 5.43 0.1097
H -2.75 -0.88 4.31 0.1048
H -2.65 1.31 5.99 0.0754
C -0.48 -0.53 -0.04 -0.1303
O 0.52 0.46 -0.23 -0.1448
H -1.46 -0.04 -0.11 0.0854
H -0.40 -1.32 -0.79 0.0636
H -0.49 -0.90 0.99 0.0499
H 0.42 0.75 -1.15 0.0323
C 0.76 1.66 -3.78 -0.1066
O -0.19 1.58 -2.71 -0.1559
H 0.74 2.64 -4.24 0.0817
H 1.75 1.40 -3.41 0.0929
H 0.49 0.88 -4.50 0.0741
H -1.09 1.75 -2.99 0.0978

---

(5)
56
Properties=species:S:1:pos:R:3:lowdin_charge:R:1 method="wB97M-V/def2-TZVPD" de_lowest_ev=0.240 smiles=OCCO.OCCO.OCCO.OCCO.OCCO.O.O homo_ev=-10.1
O 2.54 -2.02 2.62 -0.0675
C 1.56 -1.87 3.67 -0.1908
C 0.19 -2.51 3.27 -0.1623
O -0.85 -1.52 3.04 -0.1224
H 2.16 -1.60 1.83 0.0352
H 1.98 -2.22 4.55 0.0932
H 1.27 -0.84 3.89 0.1063
H -0.27 -3.24 3.94 0.1231
H 0.30 -3.01 2.33 0.1085
H -1.41 -1.91 2.32 0.0439
O -0.42 -2.15 -0.65 -0.0869
C -0.95 -1.83 -1.90 -0.2217
C -0.86 -0.31 -2.14 -0.2066
O -1.42 0.41 -1.07 -0.0950
H 0.46 -1.77 -0.48 0.0601
H -0.38 -2.32 -2.68 0.1195
H -2.02 -2.13 -1.96 0.1279
H -1.41 -0.07 -3.02 0.1163
H 0.15 0.04 -2.14 0.1008
H -0.88 0.24 -0.26 0.0735
O 0.02 0.77 2.03 -0.1006
C -0.32 2.04 2.48 -0.2499
C -0.95 2.81 1.25 -0.2221
O 0.01 2.76 0.22 -0.0796
H -0.27 -0.01 2.58 0.0597
H -1.08 2.17 3.25 0.1181
H 0.53 2.65 2.86 0.1194
H -1.12 3.90 1.56 0.1398
H -1.88 2.21 1.05 0.1207
H -0.37 2.92 -0.62 0.0838
O 4.07 0.78 -4.80 -0.0670
C 2.70 1.13 -4.70 -0.2278
C 2.52 2.18 -3.57 -0.2514
O 2.74 1.56 -2.36 -0.0713
H 4.29 0.31 -3.99 0.0767
H 2.47 1.53 -5.66 0.1050
H 2.08 0.23 -4.56 0.1185
H 1.47 2.52 -3.67 0.1182
H 3.22 2.96 -3.66 0.1060
H 2.71 2.12 -1.59 0.0286
O -2.45 -2.43 1.06 -0.0705
C -3.26 -1.24 1.18 -0.2016
C -4.49 -1.18 0.23 -0.2061
O -4.28 -0.91 -1.17 -0.0909
H -2.00 -2.32 0.20 0.0516
H -3.87 -1.25 2.10 0.1276
H -2.69 -0.30 1.22 0.1030
H -5.22 -0.38 0.50 0.1262
H -5.00 -2.09 0.33 0.0971
H -3.45 -0.42 -1.30 0.0499
O 1.72 -0.73 0.07 -0.0308
H 1.34 -0.03 0.61 0.0240
H 2.53 -0.28 -0.22 0.0823
O 2.90 2.25 0.31 -0.0550
H 2.07 2.54 0.72 0.0336
H 3.55 1.84 0.92 0.0795